Computed, not measured: a molecular structure, C52H36Cl3GeN7O4Y, with ωB97M-V/def2-TZVPD.

Results
- multiplicity = 2
- E_HOMO (alpha / beta) (eV) = -7.31 / -7.32
- LUMO (alpha / beta) (eV) = -2.08 / -3.23
- frontier orbital gap (alpha / beta) (Ha) = 0.192 / 0.150
- energy above the lowest of the compared OMol25 structures with the same formula, charge and spin (eV) = 1.147

Atoms and positions in Å:
Y (-0.40, -0.61, -0.54)
C (-5.36, 8.37, -1.80)
O (-4.79, 7.34, -2.65)
C (-4.23, 6.25, -2.17)
C (-4.43, 5.73, -0.90)
C (-3.66, 4.63, -0.45)
C (-2.79, 3.96, -1.32)
C (-2.62, 4.44, -2.63)
C (-3.34, 5.58, -3.02)
C (-1.96, 2.83, -0.80)
C (-0.57, 2.73, -1.13)
C (0.16, 3.78, -1.72)
C (1.42, 3.31, -2.00)
C (1.52, 1.98, -1.47)
N (0.24, 1.60, -0.93)
C (2.75, 1.21, -1.42)
C (2.82, -0.07, -0.83)
C (3.79, -1.10, -1.07)
C (3.53, -2.13, -0.16)
C (2.42, -1.69, 0.69)
C (1.94, -2.40, 1.84)
C (2.85, -3.41, 2.40)
C (4.21, -3.20, 2.69)
C (4.92, -4.13, 3.43)
C (4.38, -5.41, 3.68)
O (5.07, -6.42, 4.26)
C (6.21, -5.95, 5.07)
C (3.05, -5.71, 3.32)
C (2.31, -4.69, 2.76)
C (0.56, -2.28, 2.27)
N (-0.44, -1.53, 1.61)
C (-1.58, -1.65, 2.37)
C (-2.89, -1.04, 2.13)
C (-4.04, -1.56, 2.90)
C (-4.22, -2.96, 3.07)
C (-5.36, -3.42, 3.69)
C (-6.33, -2.53, 4.15)
O (-7.37, -3.08, 4.89)
C (-8.68, -2.93, 4.24)
C (-6.17, -1.13, 4.03)
C (-5.01, -0.69, 3.43)
C (-3.13, 0.04, 1.23)
C (-4.40, 0.64, 0.85)
C (-4.14, 1.73, 0.05)
C (-2.71, 1.82, -0.12)
N (-2.12, 0.75, 0.57)
C (-1.30, -2.48, 3.56)
C (0.02, -2.77, 3.52)
N (1.87, -0.54, 0.15)
C (3.94, 1.79, -2.13)
C (3.81, 2.32, -3.43)
C (4.93, 2.74, -4.11)
C (6.20, 2.73, -3.57)
O (7.38, 3.04, -4.21)
C (7.39, 2.74, -5.67)
C (6.30, 2.39, -2.23)
C (5.19, 1.83, -1.54)
H (-5.42, 9.28, -2.48)
H (-4.61, 8.52, -1.02)
H (-6.32, 8.10, -1.33)
H (-5.26, 6.15, -0.24)
H (-3.76, 4.29, 0.59)
H (-1.98, 3.92, -3.32)
H (-3.09, 6.05, -3.98)
H (-0.24, 4.77, -1.99)
H (2.17, 3.79, -2.58)
H (4.63, -0.95, -1.73)
H (4.03, -3.10, -0.14)
H (4.74, -2.30, 2.38)
H (5.91, -3.81, 3.75)
H (6.43, -6.77, 5.77)
H (5.95, -5.00, 5.59)
H (7.06, -5.74, 4.41)
H (2.71, -6.71, 3.56)
H (1.30, -4.98, 2.51)
H (-3.36, -3.64, 2.85)
H (-5.57, -4.49, 3.77)
H (-9.26, -3.83, 4.49)
H (-8.62, -2.86, 3.13)
H (-9.23, -2.04, 4.52)
H (-6.89, -0.50, 4.47)
H (-4.84, 0.40, 3.37)
H (-5.47, 0.47, 1.21)
H (-4.91, 2.32, -0.46)
H (-2.00, -2.54, 4.38)
H (0.56, -3.20, 4.37)
H (2.84, 2.30, -3.95)
H (4.86, 3.06, -5.12)
H (8.42, 2.52, -5.96)
H (7.14, 3.66, -6.20)
H (6.77, 1.81, -5.91)
H (7.27, 2.55, -1.69)
H (5.32, 1.42, -0.55)
Cl (-2.61, -2.85, -4.41)
Ge (-3.37, -2.19, -2.49)
Cl (-1.77, -3.06, -0.97)
Cl (-2.21, -0.16, -2.47)
N (0.49, -1.55, -2.56)
C (1.24, -1.79, -3.43)
C (2.14, -2.19, -4.44)
C (1.89, -3.15, -5.44)
N (1.68, -3.82, -6.37)
C (3.51, -1.69, -4.33)
N (4.61, -1.31, -4.40)